A 2-piece molecular cluster, C6H6N2S overall in a non-equilibrium geometry. Source: the Open Molecules 2025 dataset; level of theory: ωB97M-V/def2-TZVPD.

The total energy is -20130.197 eV. The value obtained for the relative energy (zero: lowest compared OMol25 entry of this formula, charge and spin) is 79.7 kcal per mole.

Geometry as ORCA input:
```
! RIJCOSX wB97M-V def2-TZVPD def2/J DEFGRID3
* xyz 0 1
C 1.73172 -1.28894 -2.16647
C 3.10507 0.64217 -1.92059
C 1.66634 -0.08038 0.31270
C -0.71015 0.44408 0.69770
C 0.33182 -0.65571 0.54109
C 1.96772 0.04386 -2.26460
N 1.36628 -2.33107 -1.85503
N 3.98926 1.12705 -1.36278
S 2.92356 0.68110 0.86183
H -1.42113 0.16879 1.42433
H -0.16149 1.36087 1.06818
H -1.12748 0.46920 -0.31042
H 0.39694 -1.30781 1.48892
H 0.14772 -1.42475 -0.25226
H 1.30362 0.57721 -2.84705
*
```